[1]
The following is a quantum chemistry calculation of the molecule C5H12O2, from the OMol25 dataset.

Output
Total energy in eV: -9474.400
ΔE to the lowest compared entry with this formula, charge and spin in kcal per mole: 17.0
Structure (SMILES): CC[C@@H](O)CCO
Frontier orbital gap in eV: 10.84

Positions of all 19 atoms, in Å:
C -1.7610 -2.0068 -0.5058
C -0.5409 -1.2036 -0.9456
C -0.3002 -0.0017 -0.0331
O -0.1524 -0.4346 1.3159
C 0.8902 0.8454 -0.4795
C 1.2122 1.9875 0.4786
O 1.7697 1.5020 1.7009
H -1.9016 -2.9009 -1.1215
H -1.6465 -2.3157 0.5372
H -2.6725 -1.4009 -0.5783
H -0.6647 -0.8524 -1.9796
H 0.3562 -1.8380 -0.9277
H -1.2028 0.6312 -0.0553
H 0.7798 -0.3246 1.5495
H 0.6870 1.2570 -1.4767
H 1.7838 0.2113 -0.5736
H 0.3068 2.5780 0.6753
H 1.9516 2.6593 0.0282
H 1.1054 1.6075 2.3913

---

[2]
The following is a quantum chemistry calculation of a cluster of 8 separate species, C14H44N4O8 in total, from the OMol25 dataset.

Output
Total energy in eV: -37572.611
ΔE to the lowest compared entry with this formula, charge and spin in kcal per mole: 0.0
Structure (SMILES): NC(N)=O.NC(N)=O.CCO.CCO.CCO.CCO.CCO.CCO
Frontier orbital gap in eV: 9.60

Positions of all 70 atoms, in Å:
N -8.5322 -3.7356 13.2351
C -8.7082 -4.2308 14.4609
N -8.4637 -3.5150 15.5675
O -9.0853 -5.3931 14.5902
H -8.6204 -4.4063 12.4867
H -8.1457 -2.8116 13.0334
H -8.7690 -4.0114 16.3832
H -8.4770 -2.5061 15.5272
N -12.0710 -5.2066 14.4864
C -12.7816 -6.0341 15.3734
N -11.8732 -6.9085 16.1091
O -13.9633 -5.9659 15.5912
H -11.1282 -5.4557 14.2966
H -12.6057 -4.5526 13.9503
H -10.9424 -7.1163 15.7521
H -12.3374 -7.6371 16.6451
C -12.7907 -2.7221 18.8779
C -12.5472 -4.0524 18.2148
O -11.1804 -4.2977 18.4809
H -12.4708 -2.8074 19.9033
H -13.8714 -2.5035 18.8456
H -12.2122 -1.9646 18.3913
H -12.7269 -3.9768 17.1215
H -13.1851 -4.8521 18.5555
H -10.9176 -5.1971 18.2434
C -6.1660 -5.6821 10.9648
C -7.4009 -6.4734 11.1161
O -8.5380 -5.5664 10.9655
H -6.2360 -5.0671 10.0466
H -5.2974 -6.3481 10.9439
H -6.1725 -5.0626 11.8231
H -7.3493 -7.0576 12.0316
H -7.4453 -7.1592 10.2550
H -9.3002 -6.1019 11.2108
C -11.5554 -1.9681 12.1372
C -11.7219 -0.5395 11.6379
O -10.6262 0.2657 12.0037
H -12.3475 -2.6543 11.8194
H -11.5353 -2.0600 13.2218
H -10.6252 -2.4211 11.7492
H -12.6608 -0.1729 12.0756
H -11.8678 -0.5499 10.5553
H -10.8957 1.1449 11.6240
C -7.2613 -1.4729 19.5294
C -8.2416 -2.3601 18.7786
O -8.8411 -3.2336 19.6915
H -6.5855 -2.1405 20.0945
H -7.8255 -0.8497 20.2024
H -6.7125 -0.8914 18.7920
H -7.7263 -2.9444 17.9889
H -8.9358 -1.7246 18.1721
H -9.7334 -3.5543 19.4808
C -7.6939 -0.9690 9.1420
C -7.6660 -1.6764 10.4774
O -8.1120 -0.7007 11.4895
H -7.0220 -0.1236 9.0889
H -8.6978 -0.5753 8.9601
H -7.4207 -1.7425 8.4445
H -6.6533 -1.9825 10.7215
H -8.3238 -2.5589 10.4900
H -9.0697 -0.5217 11.3839
C -9.6993 1.3234 16.2527
C -8.7237 0.5788 15.3633
O -9.1708 -0.7302 15.1248
H -10.4951 1.6712 15.6209
H -9.1805 2.2166 16.6607
H -10.0712 0.6100 16.9612
H -7.8213 0.4848 15.9826
H -8.4959 1.1599 14.4818
H -9.8263 -0.5848 14.4407

---

[3]
The following is a quantum chemistry calculation of a cluster of 3 separate species, C5H12O2 in total, from the OMol25 dataset.

Output
Total energy in eV: -9471.803
ΔE to the lowest compared entry with this formula, charge and spin in kcal per mole: 76.9
Structure (SMILES): C=C/C=C/C.O.O
Frontier orbital gap in eV: 8.53

Positions of all 19 atoms, in Å:
C 0.9131 -1.4611 1.3025
C -0.0750 -1.8854 0.4116
C -0.5679 -1.1586 -0.7446
C -0.2399 0.0768 -1.2322
C -0.5914 0.5809 -2.6346
H 1.0801 -1.8398 2.2456
H 1.8159 -0.9251 1.0120
H -0.4059 -2.8504 0.6116
H -1.3993 -1.7855 -1.1036
H 0.5442 0.6098 -0.6221
H -1.4753 1.2944 -2.6356
H 0.2842 0.8934 -3.2475
H -0.9817 -0.3846 -3.0386
O 1.3586 2.0691 0.8098
H 0.7869 2.7679 0.5183
H 0.9943 1.6817 1.6075
O -0.5565 0.6872 2.6566
H -0.6915 0.0519 1.8369
H -0.7930 1.5773 2.2464

---

[4]
The following is a quantum chemistry calculation of a cluster of 9 separate species, C25H51N5O7 in total, from the OMol25 dataset.

Output
Total energy in eV: -48534.439
Structure (SMILES): CN(C)C=O.CN(C)C=O.CN(C)C=O.CC(C)=O.CC(C)=O.CC(C)=O.CC(C)=O.CC#N.CC#N
Frontier orbital gap in eV: 9.38

Positions of all 88 atoms, in Å:
C -0.6342 -1.9723 6.1183
N -0.7343 -0.9743 5.0789
C -1.8021 -0.0258 5.1903
C 0.1702 -0.9324 4.0784
O 1.0338 -1.7652 3.8882
H 0.2638 -2.5746 6.0814
H -1.5212 -2.6150 6.0583
H -0.6811 -1.4945 7.1029
H -2.7831 -0.5136 5.1867
H -1.7107 0.5560 6.1124
H -1.8456 0.6833 4.3627
H -0.0096 -0.0816 3.4046
C -2.7834 -1.8256 1.9282
N -3.7215 -1.2067 1.0253
C -3.2696 -1.0290 -0.3319
C -4.8825 -0.6597 1.4539
O -5.6317 -0.0520 0.7157
H -3.1051 -1.8745 2.9699
H -1.8510 -1.2533 1.9205
H -2.5083 -2.8478 1.6619
H -4.0159 -0.5632 -0.9673
H -2.3572 -0.4293 -0.3811
H -3.0219 -1.9885 -0.7940
H -4.9927 -0.7998 2.5390
C -2.6611 0.4370 -4.0368
N -2.3551 1.8364 -3.8523
C -2.1280 2.2841 -2.4898
C -1.7651 2.4943 -4.8860
O -1.3383 3.6273 -4.8248
H -1.9406 -0.2553 -3.5921
H -2.7278 0.2050 -5.0981
H -3.6659 0.2092 -3.6692
H -1.8359 3.3266 -2.4074
H -3.0469 2.1132 -1.9287
H -1.2718 1.7133 -2.1163
H -1.6922 1.8935 -5.8023
C -3.4974 2.5308 1.4340
C -2.1154 2.9811 1.0308
C -1.6827 4.3954 1.2548
O -1.3364 2.1624 0.5924
H -4.1036 3.3224 1.8837
H -3.4222 1.7644 2.2095
H -4.1290 2.0984 0.6572
H -1.8754 4.7503 2.2703
H -2.1713 5.1016 0.5803
H -0.6068 4.4790 1.1047
C 4.3419 -0.9035 2.7257
C 4.4554 -2.2476 2.0164
C 3.2605 -3.1543 2.1182
O 5.5145 -2.6439 1.5731
H 5.2444 -0.6610 3.2842
H 3.5229 -0.9991 3.4394
H 4.1461 -0.0642 2.0604
H 2.4681 -2.9057 1.4035
H 2.8328 -3.0788 3.1140
H 3.4912 -4.1946 1.8876
C 1.3936 0.1447 1.0059
C 0.6861 -0.6492 -0.0584
C 0.8436 -0.1872 -1.4799
O 0.1328 -1.6896 0.2162
H 2.2482 0.7499 0.7000
H 1.7902 -0.5596 1.7356
H 0.6535 0.8464 1.4003
H 1.8276 -0.5582 -1.7772
H 0.8248 0.8975 -1.5892
H 0.0620 -0.5715 -2.1359
C 0.3962 -1.8009 -5.7039
C -0.8319 -1.6262 -6.5680
C -1.4533 -2.8981 -7.1149
O -1.2487 -0.5304 -6.8513
H 0.3272 -1.2451 -4.7701
H 1.2792 -1.5127 -6.2731
H 0.5130 -2.8531 -5.4352
H -1.6728 -3.5322 -6.2510
H -0.8097 -3.4554 -7.7914
H -2.3985 -2.6427 -7.5908
C 6.5179 -0.9269 -1.0124
C 5.2819 -0.1315 -0.9823
N 4.3461 0.5170 -0.8596
H 6.3482 -1.7682 -0.3416
H 7.3166 -0.2629 -0.6903
H 6.6844 -1.2267 -2.0455
C 3.7216 3.7613 0.5713
C 4.2500 3.0718 1.7628
N 4.6344 2.5027 2.6761
H 2.9739 4.4647 0.9311
H 3.2841 3.0369 -0.1112
H 4.5636 4.2574 0.0940

---

[5]
The following is a quantum chemistry calculation of a cluster of 4 separate species, C16H20N4 in total, from the OMol25 dataset.

Output
Total energy in eV: -22874.259
ΔE to the lowest compared entry with this formula, charge and spin in kcal per mole: 67.5
Structure (SMILES): c1cc[nH]c1.c1cc[nH]c1.c1cc[nH]c1.c1cc[nH]c1
Frontier orbital gap in eV: 8.78

Positions of all 40 atoms, in Å:
C -2.6844 -0.2918 3.5747
C -3.3169 0.3475 2.5094
C -4.4917 0.9207 3.0340
N -4.6027 0.5802 4.3527
C -3.4838 -0.2064 4.7178
H -1.7167 -0.7704 3.6028
H -2.8814 0.5535 1.5428
H -5.1993 1.6823 2.7415
H -5.2425 0.9611 5.0351
H -3.1700 -0.5785 5.6819
C 1.4942 -4.7902 -3.4025
C 1.1606 -3.3796 -3.3849
C 0.3895 -3.1179 -4.4318
N 0.2706 -4.2980 -5.1444
C 0.9343 -5.3046 -4.5230
H 2.2082 -5.3956 -2.8639
H 1.4881 -2.7350 -2.5827
H -0.2137 -2.2284 -4.5385
H -0.3401 -4.3018 -5.9488
H 1.0272 -6.2770 -4.9836
C 2.5558 2.4423 1.9666
C 3.5058 3.3064 2.5685
C 4.7704 3.1802 2.0406
N 4.5813 2.2153 1.1041
C 3.2980 1.6871 1.1761
H 1.5093 2.2402 2.1407
H 3.3060 3.9736 3.3939
H 5.6341 3.8136 2.1792
H 5.2686 1.8407 0.4658
H 3.0230 0.8431 0.5610
C -0.6188 1.6850 -0.1218
C -0.5827 0.3765 -0.6582
C -0.9678 0.3606 -1.9799
N -1.1961 1.6867 -2.3143
C -1.0815 2.4422 -1.1736
H -0.4511 1.9768 0.9044
H -0.2955 -0.4970 -0.0917
H -1.1550 -0.4285 -2.6931
H -1.4421 1.9842 -3.2477
H -1.2911 3.5010 -1.2090

---

[6]
The following is a quantum chemistry calculation of the molecule C4H5N3O, from the OMol25 dataset.

Output
Total energy in eV: -10742.047
ΔE to the lowest compared entry with this formula, charge and spin in kcal per mole: 128.4
Structure (SMILES): C=N/N=C1/CC=NO1
Frontier orbital gap in eV: 9.74

Positions of all 13 atoms, in Å:
C 3.0470 -0.3767 -0.1053
N 1.8871 -0.7491 0.0735
N 0.9796 0.3744 0.2076
C -0.2458 0.0781 0.4167
C -1.4930 0.9304 0.1219
C -2.4483 -0.2660 -0.2904
N -1.9227 -1.4647 -0.0330
O -0.6567 -1.1758 0.5192
H 3.1870 0.7223 -0.1583
H 3.9189 -1.0980 -0.4436
H -1.0886 1.5691 -0.7515
H -1.7084 1.7176 0.9990
H -3.4559 -0.2615 -0.5558

---

[7]
The following is a quantum chemistry calculation of the molecule C6H5NO2S, from the OMol25 dataset.

Output
Total energy in eV: -22718.501
ΔE to the lowest compared entry with this formula, charge and spin in kcal per mole: 63.3
Structure (SMILES): O=C=C1C=CS[C@@]12CN2O
Frontier orbital gap in eV: 8.69

Positions of all 15 atoms, in Å:
O -1.7936 -1.3240 2.3374
C -1.2697 -0.8848 1.4155
C -0.7207 -0.4372 0.3178
C -1.2974 -0.7892 -0.9502
C -1.1033 0.0552 -1.9546
S -0.3019 1.5785 -1.3331
C 0.2940 0.6970 0.0665
C 1.1720 1.2644 1.0716
N 1.6902 0.4471 0.0362
O 1.9210 -0.8235 0.5142
H -1.7664 -1.7368 -1.2321
H -1.4230 0.1786 -2.9929
H 1.4155 2.3023 0.9184
H 1.3404 0.8469 2.0195
H 1.8429 -1.3746 -0.2341

---

[8]
The following is a quantum chemistry calculation of a structure of composition C34H47BrN4O2P3RuS2, from the OMol25 dataset.

Output
Spin multiplicity: 5
Total energy in eV: -168235.542
ΔE to the lowest compared entry with this formula, charge and spin in kcal per mole: 8.5
Net charge: +1
Frontier orbital gap (alpha / beta) in eV: 5.30 / 5.69

Positions of all 94 atoms, in Å:
Ru -0.2446 -0.1029 -0.8342
C -1.7855 2.4561 1.1505
P -0.2964 1.3824 1.0368
C -0.7307 0.3345 2.4886
N -0.8053 0.9057 3.6641
C -1.1268 0.1610 4.7391
C -1.1893 0.7412 6.0209
C -1.5062 -0.0376 7.0995
C -1.7793 -1.4132 6.9452
C -1.7286 -2.0061 5.7141
C -1.3964 -1.2336 4.5840
N -1.3620 -1.7861 3.3570
C -1.0557 -1.0319 2.3303
P -1.1438 -1.7693 0.6623
C -0.5027 -3.4410 1.0040
C -2.9928 -2.0209 0.3683
C -3.1401 -2.9511 -0.8419
C -3.5794 -0.6407 0.0397
C -3.7275 -2.6192 1.5643
C 1.1608 2.4731 1.6587
C 2.0371 1.7004 2.6544
C 2.0438 2.8648 0.4665
C 0.6204 3.7290 2.3390
H -1.9397 2.7179 2.1946
H -2.6406 1.8922 0.7796
H -1.6863 3.3556 0.5510
H -0.9846 1.7991 6.1212
H -1.5481 0.4057 8.0853
H -2.0406 -2.0038 7.8131
H -1.9445 -3.0581 5.5804
H -1.0591 -3.8260 1.8557
H 0.5494 -3.3667 1.2664
H -0.6149 -4.0968 0.1427
H -2.6107 -2.5650 -1.7139
H -4.1958 -3.0357 -1.1062
H -2.7741 -3.9546 -0.6219
H -2.9638 -0.1041 -0.6912
H -3.6603 -0.0336 0.9439
H -4.5792 -0.7467 -0.3842
H -3.3001 -3.5713 1.8773
H -4.7646 -2.8008 1.2713
H -3.7352 -1.9476 2.4192
H 2.3651 0.7454 2.2509
H 1.5224 1.5326 3.5941
H 2.9220 2.3036 2.8655
H 2.2539 2.0074 -0.1677
H 2.9983 3.2411 0.8392
H 1.6039 3.6527 -0.1448
H 0.0475 3.4781 3.2310
H 0.0036 4.3357 1.6753
H 1.4728 4.3404 2.6435
C 5.1417 1.8901 -1.7665
C 5.1880 0.3775 -1.8623
O 4.2726 -0.2470 -0.9234
P 2.8107 -0.7397 -1.3047
S 2.0322 -1.2551 0.4611
S 1.8160 0.5688 -2.4430
O 2.9890 -2.0176 -2.2486
C 3.5705 -3.2540 -1.7771
C 5.0001 -3.3847 -2.2572
H 5.9436 2.3143 -2.3709
H 5.2779 2.1978 -0.7298
H 4.1916 2.2786 -2.1254
H 6.1704 0.0133 -1.5674
H 4.9699 0.0286 -2.8743
H 2.9439 -4.0449 -2.1912
H 3.5145 -3.2969 -0.6876
H 5.0356 -3.4142 -3.3457
H 5.4431 -4.3007 -1.8670
H 5.5931 -2.5398 -1.9071
Br -1.0077 7.2321 -3.3653
C -1.0307 5.3575 -3.1031
C -0.3501 4.7974 -2.0338
C -0.3937 3.4311 -1.8519
C -1.1129 2.5816 -2.6972
C -1.7373 3.1724 -3.8083
C -1.7050 4.5419 -3.9973
N -1.1089 1.2147 -2.4418
C -1.6880 0.3664 -3.3051
C -1.3946 -1.0021 -3.2987
C -1.8782 -1.8843 -4.2945
C -1.4268 -3.1739 -4.3362
C -0.5027 -3.6143 -3.3662
C -0.1344 -2.7468 -2.3702
N -0.5579 -1.4746 -2.3165
H 0.2192 5.4298 -1.3643
H 0.1797 2.9673 -1.0698
H -2.2515 2.5755 -4.5479
H -2.1976 4.9761 -4.8563
H -2.3442 0.7292 -4.0873
H -2.5858 -1.5073 -5.0200
H -1.7746 -3.8518 -5.1037
H -0.1027 -4.6170 -3.3930
H 0.5165 -3.0667 -1.5660